The following is a quantum chemistry calculation of a 7-piece molecular cluster, C14H24Cl9NO9 overall, from the Open Molecules 2025 dataset.

Structure (XYZ):
```
57
Properties=species:S:1:pos:R:3:forces:R:3
C -8.5081 0.5172 -3.1510 -1.50 0.67 -0.02
O -7.3496 -0.2461 -3.1129 0.14 -1.45 -0.93
C -6.2012 0.1989 -2.6734 1.76 0.99 2.32
O -6.0606 1.1001 -1.8339 0.24 -2.18 -2.57
O -5.2325 -0.6516 -3.2273 0.48 1.64 1.11
C -3.8384 -0.5061 -2.7527 -0.10 0.05 0.48
H -8.4945 1.1735 -4.0211 0.23 0.44 0.29
H -8.7628 1.0180 -2.2170 0.56 0.32 -0.05
H -9.3659 -0.1284 -3.3391 0.34 -0.51 0.01
H -3.7186 -0.7708 -1.7021 -0.56 -0.05 0.07
H -3.3674 0.4729 -2.8412 -0.83 0.40 -0.26
H -3.1579 -1.1661 -3.2906 -0.78 -0.31 -0.44
C -1.6360 4.1554 -3.5884 -0.74 0.86 0.81
O -0.8413 4.4566 -2.3927 0.33 -0.76 1.03
C -1.1911 4.1414 -1.0920 -1.95 -1.57 -0.63
O -2.2570 3.6453 -0.7529 2.11 1.14 -0.82
O -0.2076 4.3492 -0.1864 -2.02 -0.14 0.07
C 0.9817 4.9094 -0.5713 2.47 0.90 -1.63
H -1.2260 3.4088 -4.2685 0.89 0.25 0.40
H -1.6995 5.1562 -4.0155 -0.03 -0.39 -0.58
H -2.6535 3.7984 -3.4292 0.03 0.18 0.85
H 1.5932 4.1753 -1.0959 0.05 -0.13 -0.11
H 1.6171 5.2962 0.2254 -0.70 -0.38 0.68
H 0.8855 5.7563 -1.2507 -0.39 -0.02 -0.09
C -5.0384 1.0022 5.2980 1.24 0.76 -0.56
O -3.6161 0.7075 4.8971 -1.46 -0.07 2.00
C -3.1900 0.8717 3.6713 -0.53 -0.20 -3.03
O -3.8632 1.2172 2.7030 1.26 -0.39 1.68
O -1.8808 0.4754 3.6262 -1.49 1.19 1.38
C -1.1690 0.3230 2.4261 0.61 -0.48 -0.50
H -5.2204 2.0691 5.1685 0.04 -0.07 -0.49
H -5.1284 0.8650 6.3756 0.51 -0.57 -0.20
H -5.7843 0.4194 4.7576 0.45 -0.08 -0.14
H -1.4454 0.9193 1.5566 -0.79 -0.05 0.27
H -1.2117 -0.7522 2.2521 0.18 0.08 -0.69
H -0.1337 0.6034 2.6203 -0.01 -0.12 0.29
Cl 5.9198 -6.7627 -2.2383 1.08 0.19 0.17
C 7.3329 -5.7905 -1.6577 -0.65 -0.07 0.60
Cl 7.4335 -5.9123 0.1320 0.04 -0.08 -0.57
Cl 7.0815 -4.1327 -2.1301 0.02 0.48 -0.11
H 8.3044 -6.0803 -2.0582 -0.52 -0.49 -0.08
Cl 3.5951 -5.5168 4.0673 0.81 -0.49 0.39
C 2.5978 -5.6612 2.6711 -1.11 1.35 -0.52
Cl 2.7625 -4.1514 1.7050 0.22 -0.39 -0.18
Cl 0.9042 -5.6938 3.2184 -0.06 -0.51 -0.19
H 2.7959 -6.4969 1.9999 0.15 0.05 0.48
Cl 3.0035 -2.1546 -3.4263 0.55 -0.32 -0.42
C 3.4559 -0.8489 -2.3498 0.20 0.28 -0.16
Cl 1.9487 0.0778 -2.1273 0.69 0.16 0.52
Cl 4.8135 0.1906 -2.9285 -0.75 -0.44 -0.06
H 3.8784 -1.3063 -1.4551 -0.66 0.32 0.14
C 9.1000 -0.3576 3.3564 -0.33 -0.93 -1.34
C 8.0498 -0.5413 2.3379 3.74 1.10 4.03
N 7.3011 -0.7002 1.5352 -3.76 -0.78 -3.90
H 9.7584 -1.1991 3.1405 0.20 -0.12 0.52
H 8.6486 -0.4645 4.3428 0.45 0.48 0.00
H 9.6877 0.5217 3.0926 -0.33 0.24 0.67
```
Positions in Å, forces in eV/Å.

## Properties
Kohn-Sham gap in hartree: 0.3864

List of natural (NBO) charges in e, atom by atom: -0.25 -0.50 0.99 -0.62 -0.52 -0.27 0.18 0.20 0.19 0.20 0.20 0.20 -0.25 -0.56 0.99 -0.60 -0.49 -0.26 0.19 0.20 0.21 0.18 0.20 0.19 -0.25 -0.51 0.99 -0.64 -0.52 -0.25 0.20 0.20 0.20 0.21 0.18 0.19 0.00 -0.27 0.00 0.04 0.23 0.05 -0.28 -0.02 0.00 0.24 0.03 -0.27 0.01 0.00 0.24 -0.72 0.29 -0.34 0.25 0.26 0.26